The following is a DFT calculation (wB97M-V/def2-TZVPD) of an isolated ion of composition C4H13N3 and charge +2 at a distorted geometry.

F_max: 6.70 eV/A
Total energy: -8811.195 eV
SMILES: N/C=[NH+]/CCC[NH3+]
LUMO energy: -0.250 Eh
Energy relative to the best compared isomer or geometry (same formula, charge and spin): 2.3823 eV
HOMO energy: -17.9 eV
Total charge: +2
HOMO-LUMO gap: 11.14 eV

Last column: natural (NBO) charge in e.
Atoms and positions in Å:
N (0.25, 0.84, 3.55)  -0.686
C (0.27, -0.02, 2.61)  0.404
N (0.30, 0.53, 1.31)  -0.578
C (0.22, -0.58, 0.23)  -0.210
C (-0.55, 0.02, -1.05)  -0.417
C (0.12, -0.60, -2.27)  -0.230
N (-0.54, -0.24, -3.56)  -0.737
H (0.42, 0.61, 4.61)  0.477
H (0.31, 1.91, 3.35)  0.452
H (0.04, -1.05, 2.61)  0.250
H (0.28, 1.55, 1.10)  0.439
H (-0.33, -1.48, 0.60)  0.238
H (1.29, -0.78, 0.01)  0.225
H (-0.45, 1.00, -1.08)  0.206
H (-1.63, -0.20, -0.93)  0.240
H (0.18, -1.67, -2.32)  0.240
H (1.11, -0.11, -2.16)  0.240
H (-1.41, -0.84, -3.88)  0.493
H (0.20, -0.57, -4.47)  0.485
H (-0.53, 0.82, -3.70)  0.469

=====

The following is a DFT calculation (wB97M-V/def2-TZVPD) of a single C20H19FN2O5 molecule.

F_max: 0.64 eV/A
Total energy: -36985.112 eV
SMILES: Cc1ccc(C(=O)NCC(=O)NCC(=O)OCC(=O)c2ccc(F)cc2)cc1
LUMO energy: 0.012 Eh
Energy relative to the best compared isomer or geometry (same formula, charge and spin): 0.1378 eV
HOMO energy: -9.5 eV
HOMO-LUMO gap: 9.81 eV

Last column: natural (NBO) charge in e.
Atoms and positions in Å:
C (2.20, -5.84, 2.17)  -0.631
C (1.47, -4.82, 1.36)  0.008
C (1.32, -3.52, 1.81)  -0.204
C (0.66, -2.58, 1.05)  -0.176
C (0.13, -2.91, -0.19)  -0.098
C (-0.59, -1.87, -0.96)  0.669
O (-1.15, -0.92, -0.41)  -0.672
N (-0.58, -2.01, -2.30)  -0.594
C (-1.30, -1.13, -3.20)  -0.315
C (-0.56, 0.19, -3.48)  0.670
O (-0.19, 0.51, -4.58)  -0.619
N (-0.38, 0.92, -2.36)  -0.623
C (0.17, 2.24, -2.39)  -0.335
C (-0.85, 3.24, -1.85)  0.798
O (-2.04, 3.14, -1.98)  -0.593
O (-0.25, 4.21, -1.17)  -0.502
C (-1.07, 5.17, -0.50)  -0.195
C (-0.82, 5.16, 1.01)  0.559
O (-0.85, 6.19, 1.64)  -0.516
C (-0.51, 3.85, 1.61)  -0.182
C (-1.10, 2.66, 1.19)  -0.183
C (-0.73, 1.45, 1.75)  -0.253
C (0.24, 1.45, 2.74)  0.406
F (0.62, 0.27, 3.28)  -0.326
C (0.82, 2.62, 3.21)  -0.290
C (0.44, 3.82, 2.64)  -0.135
C (0.26, -4.23, -0.64)  -0.206
C (0.92, -5.16, 0.13)  -0.208
H (2.16, -5.60, 3.23)  0.220
H (3.25, -5.86, 1.88)  0.226
H (1.79, -6.83, 2.02)  0.220
H (1.73, -3.23, 2.77)  0.215
H (0.54, -1.57, 1.41)  0.234
H (0.02, -2.71, -2.72)  0.407
H (-1.47, -1.65, -4.14)  0.230
H (-2.26, -0.89, -2.73)  0.233
H (-0.78, 0.57, -1.49)  0.436
H (1.09, 2.32, -1.80)  0.221
H (0.39, 2.48, -3.44)  0.268
H (-0.84, 6.16, -0.89)  0.223
H (-2.12, 4.94, -0.70)  0.240
H (-1.88, 2.67, 0.45)  0.230
H (-1.17, 0.52, 1.42)  0.254
H (1.55, 2.57, 4.00)  0.233
H (0.87, 4.74, 2.97)  0.233
H (-0.18, -4.53, -1.58)  0.210
H (1.01, -6.18, -0.23)  0.212

=====

The following is a DFT calculation (wB97M-V/def2-TZVPD) of C35H41BO2 as an isolated structure at a distorted geometry.

F_max: 2.15 eV/A
Total energy: -41730.746 eV
LUMO energy: -0.061 Eh
HOMO energy: -5.4 eV
HOMO-LUMO gap: 3.71 eV

Last column: Mulliken charge in e.
Atoms and positions in Å:
C (-4.81, -2.47, 4.06)  -1.525
C (-3.45, -1.91, 3.84)  1.154
C (-3.19, -0.58, 4.21)  -0.685
C (-1.92, -0.04, 4.06)  -0.460
C (-0.84, -0.84, 3.59)  0.357
C (0.41, -0.19, 3.28)  -0.365
C (1.68, -0.80, 3.40)  0.898
C (2.84, -0.07, 3.00)  -0.622
C (4.11, -0.60, 3.19)  -0.694
C (4.27, -1.87, 3.77)  1.188
C (5.64, -2.39, 4.04)  -1.447
C (3.14, -2.60, 4.18)  -0.925
C (1.87, -2.08, 3.99)  -0.686
C (-1.12, -2.18, 3.21)  -0.519
C (-2.40, -2.70, 3.35)  -1.009
H (-4.86, -3.53, 3.79)  0.361
H (-5.11, -2.40, 5.11)  0.345
H (-5.55, -1.92, 3.48)  0.322
H (-4.00, 0.02, 4.61)  0.390
H (-1.76, 1.03, 4.27)  0.370
H (0.39, 0.86, 3.09)  0.274
H (2.72, 0.92, 2.53)  0.229
H (4.99, 0.00, 2.94)  0.405
H (5.60, -3.44, 4.34)  0.362
H (6.25, -2.28, 3.15)  0.344
H (6.14, -1.84, 4.85)  0.292
H (3.26, -3.55, 4.71)  0.301
H (0.99, -2.63, 4.32)  0.526
H (-0.33, -2.78, 2.73)  0.551
H (-2.60, -3.73, 3.07)  0.287
C (1.37, 1.55, -4.91)  -1.895
C (0.08, 1.14, -4.26)  1.113
C (-1.09, 1.91, -4.89)  -1.670
C (-0.21, -0.42, -4.16)  1.922
C (-1.01, -1.02, -5.29)  -1.930
C (1.07, -1.22, -3.94)  -1.653
O (-0.97, -0.56, -2.92)  -0.770
B (-0.94, 0.74, -2.42)  1.796
C (-2.21, 1.44, -1.88)  0.329
C (-2.18, 2.81, -1.60)  -0.399
C (-3.39, 3.46, -1.35)  -0.878
C (-4.59, 2.76, -1.35)  -0.505
C (-4.58, 1.39, -1.57)  -0.972
C (-3.40, 0.71, -1.83)  -0.269
C (0.22, -0.10, 0.03)  -0.373
C (-1.11, 0.40, 0.54)  -0.228
C (1.44, 0.56, -0.12)  2.166
C (2.65, -0.16, -0.45)  -0.791
C (3.90, 0.46, -0.37)  -0.879
C (3.99, 1.86, -0.23)  -0.567
C (2.81, 2.61, -0.12)  -0.720
C (1.57, 1.98, -0.17)  -0.401
O (0.14, 1.52, -2.87)  -0.673
H (1.38, 1.23, -5.96)  0.334
H (1.45, 2.64, -4.90)  0.482
H (2.24, 1.13, -4.40)  0.363
H (-1.12, 1.76, -5.97)  0.368
H (-2.07, 1.63, -4.47)  0.214
H (-0.96, 2.98, -4.70)  0.427
H (-0.48, -0.89, -6.24)  0.338
H (-1.16, -2.09, -5.14)  0.455
H (-2.00, -0.56, -5.39)  0.362
H (1.71, -1.22, -4.84)  0.341
H (1.65, -0.81, -3.09)  0.146
H (0.81, -2.26, -3.70)  0.456
H (-1.24, 3.36, -1.61)  0.399
H (-3.37, 4.51, -1.15)  0.434
H (-5.53, 3.28, -1.17)  0.393
H (-5.50, 0.82, -1.54)  0.437
H (-3.39, -0.37, -2.00)  0.426
H (0.13, -1.05, -0.49)  0.383
H (-1.96, -0.11, 0.07)  0.164
H (-1.16, 0.08, 1.61)  -0.830
H (-1.32, 1.48, 0.52)  0.316
H (2.58, -1.24, -0.60)  0.458
H (4.82, -0.16, -0.45)  0.389
H (4.99, 2.32, -0.25)  0.394
H (2.90, 3.70, -0.01)  0.377
H (0.67, 2.61, -0.15)  0.206

=====

The following is a DFT calculation (wB97M-V/def2-TZVPD) of a 2-piece molecular cluster, CH3F3Si overall at a distorted geometry.

F_max: 3.38 eV/A
Total energy: -17112.939 eV
LUMO energy: -0.049 Eh
Energy relative to the best compared isomer or geometry (same formula, charge and spin): 8.8083 eV
HOMO energy: -9.1 eV
HOMO-LUMO gap: 7.74 eV

Last column: natural (NBO) charge in e.
Atoms and positions in Å:
C (1.44, 0.09, -0.21)  0.865
F (1.75, 1.38, -0.04)  -0.340
F (2.46, -0.53, -0.69)  -0.309
F (1.16, -0.36, 1.02)  -0.329
Si (-2.93, 0.08, -0.13)  0.585
H (-1.35, 0.14, -0.12)  -0.314
H (0.56, 0.11, -0.97)  0.115
H (-3.07, -0.90, 1.14)  -0.273

=====

The following is a DFT calculation (wB97M-V/def2-TZVPD) of a 8-piece molecular cluster, C11H39N18O7 overall at a distorted geometry.

F_max: 1.56 eV/A
Total energy: -53194.233 eV
LUMO energy: -0.175 Eh
Energy relative to the best compared isomer or geometry (same formula, charge and spin): 0.0000 eV
HOMO energy: -11.3 eV
Total charge: +1
HOMO-LUMO gap: 6.53 eV

Last column: Mulliken charge in e.
Atoms and positions in Å:
C (7.06, -0.27, 3.38)  -1.268
C (6.70, -1.26, 2.33)  0.708
N (7.56, -1.67, 1.50)  -0.674
C (5.25, -1.69, 2.29)  -0.716
N (4.43, -0.55, 1.81)  0.154
C (3.13, -0.55, 1.62)  -0.615
N (2.60, 0.03, 0.50)  -0.076
N (2.24, -1.12, 2.54)  -0.329
H (6.74, 0.73, 3.08)  0.305
H (8.13, -0.23, 3.54)  0.399
H (6.56, -0.48, 4.32)  0.339
H (7.16, -2.33, 0.83)  0.224
H (5.14, -2.51, 1.61)  0.365
H (4.95, -1.96, 3.30)  0.392
H (4.92, 0.30, 1.56)  0.367
H (2.43, 1.05, 0.68)  0.284
H (3.28, -0.06, -0.25)  0.284
H (2.31, -0.68, 3.46)  0.319
H (2.31, -2.12, 2.63)  0.339
C (2.25, -4.68, -0.15)  0.678
O (1.40, -5.14, 0.60)  -0.790
N (2.72, -3.39, 0.03)  -0.128
N (2.78, -5.39, -1.18)  -0.306
H (3.40, -2.96, -0.56)  0.155
H (2.29, -2.88, 0.76)  -0.089
H (2.47, -6.35, -1.27)  0.267
H (3.47, -5.03, -1.80)  0.157
C (-0.19, 2.39, -1.48)  0.666
O (0.68, 2.65, -2.29)  -0.698
N (-1.44, 2.92, -1.51)  -0.276
N (0.03, 1.50, -0.45)  -0.130
H (-2.15, 2.70, -0.83)  0.179
H (-1.67, 3.59, -2.23)  0.148
H (0.94, 1.11, -0.39)  0.119
H (-0.66, 1.24, 0.23)  0.165
C (-3.38, -0.77, -1.04)  0.667
O (-3.53, -0.18, 0.02)  -0.666
N (-3.96, -1.98, -1.29)  -0.394
N (-2.59, -0.26, -2.03)  -0.335
H (-3.84, -2.48, -2.15)  0.166
H (-4.53, -2.38, -0.57)  0.228
H (-2.18, 0.63, -1.83)  0.147
H (-2.42, -0.70, -2.91)  0.170
C (-3.87, 6.01, -1.71)  0.621
O (-2.76, 5.67, -2.11)  -0.687
N (-4.98, 5.97, -2.50)  -0.286
N (-4.07, 6.48, -0.44)  -0.371
H (-5.90, 6.25, -2.19)  0.163
H (-4.87, 5.65, -3.44)  0.169
H (-3.27, 6.53, 0.16)  0.204
H (-4.96, 6.77, -0.09)  0.173
C (-8.67, 5.35, -3.88)  0.656
O (-8.45, 6.28, -3.12)  -0.637
N (-8.99, 5.54, -5.19)  -0.393
N (-8.63, 4.05, -3.47)  -0.380
H (-9.19, 4.80, -5.83)  0.164
H (-9.04, 6.49, -5.52)  0.219
H (-8.40, 3.87, -2.51)  0.212
H (-8.81, 3.27, -4.07)  0.162
C (1.80, -8.76, 0.24)  0.663
O (2.24, -8.34, -0.82)  -0.725
N (1.18, -7.93, 1.13)  -0.313
N (1.92, -10.08, 0.60)  -0.402
H (0.81, -8.22, 2.01)  0.161
H (1.12, -6.98, 0.81)  0.272
H (2.37, -10.69, -0.04)  0.232
H (1.56, -10.44, 1.47)  0.160
C (1.37, 2.96, 2.58)  0.605
O (1.94, 2.89, 1.49)  -0.693
N (0.76, 4.08, 3.02)  -0.411
N (1.31, 1.86, 3.39)  -0.294
H (0.29, 4.15, 3.90)  0.165
H (0.80, 4.89, 2.42)  0.268
H (1.75, 1.05, 3.02)  0.249
H (0.86, 1.81, 4.29)  0.170